DFT (wB97M-V/def2-TZVPD) results for a 5-piece molecular cluster, C32H27N2O17S overall in a non-equilibrium geometry.

The geometry in XYZ format:
```
79
C32H27N2O17S, DFT wB97M-V/def2-TZVPD
N -5.0329 -0.5382 1.7141
C -4.0823 -1.5464 1.2406
S -2.4389 -0.8518 0.7363
C -2.3642 0.9585 0.9966
C -2.7456 1.4360 2.4379
O -2.9032 0.7322 3.4009
C -1.1480 -1.5271 1.8564
C -1.4990 -2.0323 3.2161
C -0.3202 -2.4824 3.9494
C 1.0518 -2.4567 3.4440
N 1.3252 -2.0257 2.1823
C 0.2547 -1.6007 1.4805
H -6.0017 -0.8210 1.5322
H -4.9458 -0.5219 2.7364
H -4.5285 -2.0244 0.3239
H -3.8941 -2.3648 1.9854
H -3.0200 1.5040 0.2651
H -1.3133 1.3118 0.7902
H -2.9371 2.5475 2.5664
H -2.5288 -2.0272 3.6243
H -0.4771 -2.8610 4.9940
H 1.8705 -2.8057 4.1138
H 0.4790 -1.2429 0.4375
C 0.6324 4.3890 -0.8803
C 0.7267 3.1108 -0.5113
C 1.0034 2.0305 -1.5022
O 1.0980 0.8748 -1.1153
C 1.1457 2.4012 -2.9050
C 1.0497 3.6812 -3.2817
C 0.7985 4.7691 -2.2880
O 0.7353 5.9199 -2.6656
O 1.1751 4.0454 -4.5683
O 0.5781 2.7291 0.7813
H 0.4343 5.1817 -0.1714
H 1.3287 1.6037 -3.6122
H 1.0702 5.0176 -4.5786
H 0.7006 1.7602 0.7802
C -3.9083 -2.1316 9.0906
C -2.7038 -2.5008 8.6419
C -2.4959 -2.9223 7.2235
O -1.3780 -3.2334 6.8473
C -3.6569 -2.9483 6.3370
C -4.8615 -2.5827 6.7855
C -5.0657 -2.1344 8.1973
O -6.1751 -1.7933 8.5566
O -5.9445 -2.6005 5.9884
O -1.6253 -2.5081 9.4462
H -4.0719 -1.8223 10.1138
H -3.4959 -3.2730 5.3181
H -6.6857 -2.2929 6.5476
H -0.8828 -2.8094 8.8893
C 0.0938 -1.4180 -3.3240
C 0.1845 -2.6925 -2.9442
C 0.4655 -3.7829 -3.9261
O 0.5582 -4.9295 -3.5310
C 0.6121 -3.4150 -5.3348
C 0.5170 -2.1355 -5.7163
C 0.2636 -1.0451 -4.7265
O 0.2009 0.1111 -5.1053
O 0.6457 -1.7735 -7.0051
O 0.0267 -3.0494 -1.6536
H -0.1059 -0.6217 -2.6206
H 0.7974 -4.2139 -6.0394
H 0.5391 -0.8030 -7.0181
H 0.1420 -4.0199 -1.6329
C 5.5689 1.7871 -5.6103
C 4.5896 2.6760 -5.4164
C 4.8715 4.0395 -4.8660
O 3.9546 4.8281 -4.7210
C 6.2525 4.3671 -4.5176
C 7.2308 3.4758 -4.7088
C 6.9540 2.1244 -5.2836
O 7.8760 1.3507 -5.4579
O 8.5076 3.7543 -4.3936
O 3.3058 2.3817 -5.7095
H 5.3798 0.7998 -6.0090
H 6.4404 5.3486 -4.1047
H 9.0158 2.9533 -4.6271
H 2.7862 3.1809 -5.4856
```

**Total charge**: +1
**Energy relative to the best compared isomer or geometry (same formula, charge and spin)**: 0.0 kcal per mole
**Orbital gap**: 0.266 Eh
**HOMO**: -11.09 eV
**2S+1**: 1
**Largest force on an atom**: 0.076 Eh/bohr

These are the Löwdin partial charges, in e, on atoms 1 to 8:
1. N -0.008
2. C -0.381
3. S 1.175
4. C -0.268
5. C -0.250
6. O 0.047
7. C -0.339
8. C -0.022


DFT (wB97M-V/def2-TZVPD) results for an isolated ion of composition C5H9N2 and charge +1 in a non-equilibrium geometry.

The geometry in XYZ format:
```
16
C5H9N2, DFT wB97M-V/def2-TZVPD
C 1.8170 0.3405 -0.0555
C 1.5535 -1.1773 0.0948
N 0.2983 -1.7790 0.0645
N -0.7549 -1.1462 0.0147
C -2.0994 -1.0090 -0.0100
C -1.4617 0.1362 -0.1111
C -1.4409 1.5686 0.1127
H 0.9411 0.7438 -0.7811
H 1.6178 0.8663 0.8260
H 2.8565 0.6031 -0.4834
H 2.0157 -1.5444 0.9183
H 2.1580 -1.6941 -0.8206
H -3.0140 -1.6565 -0.1183
H -0.5065 2.0152 -0.0418
H -1.8023 1.7990 1.0965
H -2.1782 1.9338 -0.7058
```

**Total charge**: +1
**Energy relative to the best compared isomer or geometry (same formula, charge and spin)**: 159.5 kcal per mole
**Orbital gap**: 0.382 Eh
**SMILES string**: CC/N=[N+]1C=C/1C
**HOMO**: -14.88 eV
**2S+1**: 1
**Largest force on an atom**: 0.112 Eh/bohr

These are the Löwdin partial charges, in e, on atoms 1 to 8:
1. C -0.063
2. C -0.238
3. N 0.133
4. N -0.001
5. C 0.166
6. C -0.044
7. C 0.018
8. H 0.097


DFT (wB97M-V/def2-TZVPD) results for C14H24NO2PdSi2 as an isolated structure in a non-equilibrium geometry.

The geometry in XYZ format:
```
44
C14H24NO2PdSi2, DFT wB97M-V/def2-TZVPD
Pd 1.2240 -0.2412 -0.5381
C 0.5726 -3.4336 0.7566
Si -0.2527 -2.0399 -0.1795
C -1.2066 -2.8641 -1.5725
C -1.5958 -1.4627 1.0129
C -2.3948 -2.3103 1.7926
C -3.3786 -1.8073 2.6307
C -3.5904 -0.4309 2.6932
C -2.8128 0.4174 1.9192
C -1.8063 -0.0799 1.0806
Si -0.6876 0.9210 -0.0490
C -1.7118 1.3509 -1.5445
C -0.3923 2.5215 0.8375
H 0.0294 -4.3694 0.6011
H 0.5780 -3.2140 1.8246
H 1.6077 -3.5955 0.4471
H -2.0523 -3.4234 -1.1516
H -0.5810 -3.5654 -2.1303
H -1.5928 -2.1315 -2.2787
H -2.2420 -3.3841 1.7517
H -3.9779 -2.4782 3.2351
H -4.3555 -0.0253 3.3441
H -2.9897 1.4859 1.9764
H -2.6119 1.8812 -1.2116
H -2.0164 0.4479 -2.0714
H -1.1801 1.9876 -2.2535
H -1.3331 2.9311 1.2101
H 0.0430 3.2575 0.1561
H 0.2953 2.4027 1.6751
C 2.4054 2.6991 -3.8780
C 2.7146 1.6809 -2.8025
N 3.2982 2.1584 -1.6797
O 2.4254 0.5069 -2.9644
H 3.1524 3.4920 -3.9396
H 1.4416 3.1630 -3.6657
H 2.3342 2.1760 -4.8281
H 3.3439 3.1580 -1.5707
H 3.4050 1.6058 -0.7975
C 2.4578 -0.1040 2.3766
C 2.5910 0.3408 0.9297
O 3.5811 1.0924 0.7024
H 3.0915 0.5060 3.0345
H 2.7619 -1.1541 2.4373
H 1.4083 -0.0692 2.6820
```

**Total charge**: -1
**Energy relative to the best compared isomer or geometry (same formula, charge and spin)**: 3.2 kcal per mole
**Orbital gap**: 0.210 Eh
**HOMO**: -2.55 eV
**2S+1**: 1
**Largest force on an atom**: 0.043 Eh/bohr

These are the Löwdin partial charges, in e, on atoms 1 to 8:
1. Pd 0.420
2. C -0.237
3. Si 0.436
4. C -0.249
5. C -0.319
6. C -0.109
7. C -0.114
8. C -0.116


DFT (wB97M-V/def2-TZVPD) results for C12H31CdN10 as an isolated structure.

The geometry in XYZ format:
```
54
C12H31CdN10, DFT wB97M-V/def2-TZVPD
Cd 0.5028 -0.7316 -0.4157
N -1.5868 0.0935 -1.0024
C -2.6543 -0.7407 -0.4323
C -2.3594 -1.0267 1.0336
N -1.0842 -1.7335 1.2076
C -0.4913 -1.5067 2.5335
C 0.0339 -0.0920 2.7183
N 1.0386 0.2442 1.6836
C -1.2269 -3.1708 0.9211
C -0.0166 -3.7379 0.2012
N 0.1765 -3.0357 -1.0823
H -1.6279 1.0456 -0.6202
H -1.6831 0.1913 -2.0055
H -2.7122 -1.6697 -1.0025
H -3.6318 -0.2580 -0.5062
H -3.1863 -1.5898 1.4822
H -2.3043 -0.0709 1.5547
H 0.3459 -2.1971 2.6569
H -1.2133 -1.7291 3.3293
H 0.4745 -0.0278 3.7132
H -0.7737 0.6386 2.6617
H 1.9323 -0.1229 2.0102
H 1.1588 1.2508 1.6539
H -2.1063 -3.3133 0.2897
H -1.4103 -3.7311 1.8440
H -0.1470 -4.8136 0.0664
H 0.8856 -3.5953 0.7985
H -0.5353 -3.3227 -1.7464
H 1.0819 -3.2769 -1.4718
N -1.6070 2.8284 0.4132
C -0.3567 3.4908 0.0172
C -0.3536 3.8122 -1.4678
N -0.3646 2.6269 -2.3320
C 0.8607 2.4476 -3.1075
C 2.0183 1.8865 -2.2991
N 1.8663 0.4484 -1.9987
H -1.6496 2.7476 1.4235
H -2.3948 3.4160 0.1565
H -0.1751 4.4168 0.5726
H 0.4726 2.8107 0.2323
H -1.2253 4.4362 -1.6888
H 0.5222 4.4344 -1.6813
H -1.1397 2.6960 -2.9760
H 0.6437 1.7637 -3.9334
H 1.1940 3.3903 -3.5607
H 2.9413 2.0590 -2.8580
H 2.1152 2.4254 -1.3546
H 1.7786 -0.0569 -2.8773
H 2.7234 0.0847 -1.5857
N 2.7416 -1.4840 3.8020
C 3.1407 -2.0317 2.8607
N 3.5824 -2.6711 1.7860
C 3.1087 -2.1921 0.6914
N 2.6767 -1.7559 -0.3089
```

**Total charge**: +1
**Energy relative to the best compared isomer or geometry (same formula, charge and spin)**: 0.0 kcal per mole
**Orbital gap**: 0.330 Eh
**HOMO**: -11.28 eV
**2S+1**: 1
**Largest force on an atom**: 0.004 Eh/bohr

These are the Löwdin partial charges, in e, on atoms 1 to 8:
1. Cd 1.345
2. N -0.063
3. C -0.235
4. C -0.191
5. N -0.240
6. C -0.188
7. C -0.237
8. N -0.027


Please write out number 2 again, unchanged.
DFT (wB97M-V/def2-TZVPD) results for an isolated ion of composition C5H9N2 and charge +1 in a non-equilibrium geometry.

The geometry in XYZ format:
```
16
C5H9N2, DFT wB97M-V/def2-TZVPD
C 1.8170 0.3405 -0.0555
C 1.5535 -1.1773 0.0948
N 0.2983 -1.7790 0.0645
N -0.7549 -1.1462 0.0147
C -2.0994 -1.0090 -0.0100
C -1.4617 0.1362 -0.1111
C -1.4409 1.5686 0.1127
H 0.9411 0.7438 -0.7811
H 1.6178 0.8663 0.8260
H 2.8565 0.6031 -0.4834
H 2.0157 -1.5444 0.9183
H 2.1580 -1.6941 -0.8206
H -3.0140 -1.6565 -0.1183
H -0.5065 2.0152 -0.0418
H -1.8023 1.7990 1.0965
H -2.1782 1.9338 -0.7058
```

**Total charge**: +1
**Energy relative to the best compared isomer or geometry (same formula, charge and spin)**: 159.5 kcal per mole
**Orbital gap**: 0.382 Eh
**SMILES string**: CC/N=[N+]1C=C/1C
**HOMO**: -14.88 eV
**2S+1**: 1
**Largest force on an atom**: 0.112 Eh/bohr

These are the Löwdin partial charges, in e, on atoms 1 to 8:
1. C -0.063
2. C -0.238
3. N 0.133
4. N -0.001
5. C 0.166
6. C -0.044
7. C 0.018
8. H 0.097


> Which of these has the highest orbital gap?

C5H9N2


> The lowest HOMO belongs to which entry?

C5H9N2